This record from the Open Molecules 2025 dataset describes a molecular structure, CH4N3O2 at a distorted geometry. The level of theory is the ωB97M-V functional and the def2-TZVPD basis.

The geometry in XYZ format:
```
10
Properties=species:S:1:pos:R:3:forces:R:3:nbo_charge:R:1
C -0.54904 0.48001 0.62837 -1.19 -2.59 -2.45 -0.054
N 0.68801 0.67524 0.00929 -1.38 4.18 -0.10 -0.494
N -1.52152 -0.42757 -0.71256 1.02 0.92 2.65 -0.947
N 1.60731 -0.19917 0.07562 -0.87 -0.13 0.50 0.593
O 1.33669 -1.30034 0.55923 0.41 -2.07 0.68 -0.577
O 2.71884 0.09203 -0.36693 1.09 -0.13 -0.38 -0.538
H -0.50552 -0.28426 1.43415 -0.43 0.66 -0.34 0.191
H -1.22926 1.38396 0.78987 1.47 -1.16 -0.23 0.170
H -1.85355 0.37964 -1.23014 0.31 0.02 -0.32 0.314
H -0.69196 -0.79953 -1.18691 -0.43 0.31 -0.01 0.342
```
Forces are in eV/Å.

Calculated values
HOMO-LUMO gap, eV: 8.25
Total charge: -1


This record from the Open Molecules 2025 dataset describes 2 unconnected molecules or ions with the total composition CH4N3O2 at a distorted geometry. The level of theory is the ωB97M-V functional and the def2-TZVPD basis.

The geometry in XYZ format:
```
10
Properties=species:S:1:pos:R:3:forces:R:3:nbo_charge:R:1
C 1.06418 -1.44119 -0.77794 0.12 1.68 -1.40 -0.609
N -1.31667 0.59252 -0.08694 -0.23 -1.47 0.19 -0.235
N -0.85567 -0.57038 0.34939 0.87 0.18 -0.53 -0.462
N -0.88508 1.72956 0.47833 0.05 -0.28 0.45 0.550
O 0.04347 1.82286 1.27007 1.74 -1.13 1.02 -0.546
O -1.53614 2.72343 0.22137 -1.38 1.59 -1.12 -0.504
H 1.16220 -1.87509 0.16527 0.10 -1.25 0.85 0.162
H 0.69345 -1.86135 -1.70577 -0.18 -0.42 0.57 0.173
H 1.68118 -0.55773 -0.93331 -0.15 -0.05 0.12 0.162
H -0.05092 -0.56263 1.01953 -0.93 1.16 -0.15 0.310
```
Forces are in eV/Å.

Calculated values
HOMO-LUMO gap (spin up / spin down), eV: 8.27 / 6.76
Total charge: -1


This record from the Open Molecules 2025 dataset describes 2 unconnected molecules or ions with the total composition CH4N3O2 at a distorted geometry. The level of theory is the ωB97M-V functional and the def2-TZVPD basis.

The geometry in XYZ format:
```
10
Properties=species:S:1:pos:R:3:forces:R:3:nbo_charge:R:1
C 0.61138 1.09233 -1.17801 0.62 -0.18 -3.09 0.657
N -0.79127 -0.32592 1.25813 1.86 -1.87 1.40 -0.692
N -0.45276 -2.31564 0.25035 3.51 -0.42 -0.73 -0.431
N -1.07580 -1.63527 1.04440 -2.22 0.90 -0.17 -0.014
O -0.11016 1.99455 -0.84134 -1.92 2.36 1.11 -0.761
O 1.15922 0.23316 -0.50223 1.66 -1.73 1.02 -0.811
H -1.61180 0.18295 1.20502 -1.29 1.43 0.17 0.370
H 0.13510 0.02516 1.02100 -0.35 0.33 -1.04 0.408
H 0.45768 -1.80431 -0.12708 -1.98 -0.49 0.54 0.310
H 0.79121 1.06574 -2.33491 0.10 -0.33 0.80 -0.035
```
Forces are in eV/Å.

Calculated values
HOMO-LUMO gap, eV: 8.93
Total charge: -1


This record from the Open Molecules 2025 dataset describes 2 unconnected molecules or ions with the total composition CH4N3O2 at a distorted geometry. The level of theory is the ωB97M-V functional and the def2-TZVPD basis.

The geometry in XYZ format:
```
10
Properties=species:S:1:pos:R:3:forces:R:3:nbo_charge:R:1
C 0.14936 0.23203 -0.25458 2.92 1.01 0.64 -0.174
N -0.77337 -0.06383 -1.10770 -0.72 -0.03 -0.27 -0.383
N 0.03678 -0.30120 3.49850 -0.70 0.08 0.91 -0.962
N -0.49696 0.09157 -2.48082 -0.27 -1.00 2.78 0.573
O 0.57697 0.53317 -2.80531 1.70 0.97 -1.05 -0.490
O -1.35908 -0.33088 -3.22984 -0.74 -0.04 -0.80 -0.465
H 1.24325 0.58463 -0.40092 -1.85 -0.61 -0.86 0.155
H 0.03655 0.15056 0.83017 -1.13 -0.25 -0.43 0.181
H -0.01448 -1.19074 3.02643 0.22 -0.42 -0.37 0.285
H 0.60098 0.29470 2.92407 0.57 0.30 -0.56 0.279
```
Forces are in eV/Å.

Calculated values
HOMO-LUMO gap (spin up / spin down), eV: 9.55 / 3.00
Total charge: -1


This record from the Open Molecules 2025 dataset describes a molecular structure, CH4N3O2 at a distorted geometry. The level of theory is the ωB97M-V functional and the def2-TZVPD basis.

The geometry in XYZ format:
```
10
Properties=species:S:1:pos:R:3:forces:R:3:nbo_charge:R:1
C 0.00231 0.19125 -0.15216 4.34 -5.14 0.62 0.622
N 0.42203 1.37615 -0.07299 -0.84 0.48 -0.20 -0.637
N 1.24726 -1.29374 -0.22376 -2.87 4.18 -1.23 -0.681
N -1.44704 -0.18948 -0.00375 0.83 0.87 -0.06 0.477
O -2.07360 0.71294 0.46891 -0.91 0.60 0.27 -0.294
O -1.75825 -1.29074 -0.30263 -0.07 -0.65 -0.25 -0.235
H 1.40666 1.64583 -0.11553 -0.07 -0.34 -0.07 0.479
H -0.27279 2.13149 0.03259 0.15 -0.16 -0.02 0.475
H 1.83717 -1.17648 0.59167 -0.35 0.01 0.50 0.390
H 0.63624 -2.10721 -0.22236 -0.21 0.14 0.44 0.404
```
Forces are in eV/Å.

Calculated values
HOMO-LUMO gap (spin up / spin down), eV: 9.38 / 9.38
Total charge: +1


This record from the Open Molecules 2025 dataset describes a gas-phase ion, CH4N3O5S3 (charge -1) at a distorted geometry. The level of theory is the ωB97M-V functional and the def2-TZVPD basis.

The geometry in XYZ format:
```
16
Properties=species:S:1:pos:R:3:forces:R:3:nbo_charge:R:1
C -1.58556 0.03768 -0.24617 1.45 1.87 0.79 0.759
N -2.29567 -0.79523 0.55522 -2.13 -1.01 -2.02 -0.840
N -0.65864 0.89584 0.34823 1.40 1.14 -3.04 -0.541
N 0.64587 1.31239 -0.53829 -2.86 -1.59 1.79 -0.647
O 2.12818 -2.53168 -0.88376 2.18 -1.07 -0.32 -0.960
O -1.83328 0.18209 -1.40471 -0.63 -0.33 -2.18 -0.647
O 0.20252 -2.27533 0.55594 -0.24 -0.14 0.68 -1.004
O 1.57256 0.26649 1.57873 -0.11 -0.50 0.58 -0.997
O 3.12753 0.38198 -0.28802 -2.29 -0.39 -0.18 -0.940
S 0.88896 3.01795 -0.29761 1.75 -1.28 1.68 0.197
S 0.90439 -1.85208 -0.64558 -2.62 -0.59 -1.22 1.504
S 1.73512 0.08471 0.14371 3.74 3.43 0.88 1.820
H -1.83711 -1.26605 1.28896 0.82 -0.61 0.65 0.405
H -2.75914 -1.42708 -0.16889 0.60 0.83 1.92 0.397
H -0.31506 0.77209 1.24887 0.48 -0.66 1.93 0.395
H 0.07936 3.19621 -1.24663 -1.55 0.89 -1.96 0.098
```
Forces are in eV/Å.

Calculated values
HOMO-LUMO gap, eV: 8.09
Total charge: -1
SMILES: NC(=O)NN(S)[S@](=O)([O-])=S(=O)=O


This record from the Open Molecules 2025 dataset describes 2 unconnected molecules or ions with the total composition CH4N3P at a distorted geometry. The level of theory is the ωB97M-V functional and the def2-TZVPD basis.

The geometry in XYZ format:
```
9
Properties=species:S:1:pos:R:3:forces:R:3:nbo_charge:R:1
C -1.00807 0.93840 -0.08838 0.33 -1.47 -1.97 -0.811
N 1.65525 0.89701 -0.18236 1.20 2.59 0.03 -0.040
N 1.67256 -0.19889 -0.01160 -0.36 1.19 -0.97 0.239
N 1.21680 -1.27751 0.21885 -0.50 -3.92 1.22 -0.537
P -1.30615 -0.74109 -0.20692 0.38 2.16 -1.01 0.412
H -1.20360 1.58931 0.72681 -0.20 0.20 0.75 0.207
H -0.56790 1.42572 -0.95724 -0.35 0.10 0.12 0.202
H 1.36305 -1.94192 -0.53051 0.26 -0.12 -0.03 0.384
H -1.82193 -0.69104 1.03135 -0.75 -0.72 1.85 -0.057
```
Forces are in eV/Å.

Calculated values
HOMO-LUMO gap, eV: 9.84
Total charge: 0


This record from the Open Molecules 2025 dataset describes CH4N3P in the gas phase at a distorted geometry. The level of theory is the ωB97M-V functional and the def2-TZVPD basis.

The geometry in XYZ format:
```
9
Properties=species:S:1:pos:R:3:forces:R:3:nbo_charge:R:1
C -0.19669 1.03764 -0.27851 -0.19 -2.13 1.11 -0.590
N 1.17990 0.72556 0.14255 -1.04 2.80 -0.54 -0.173
N 1.35155 -0.45475 0.13768 3.76 -2.98 0.83 0.040
N 0.33313 -1.29372 0.03752 -1.25 1.15 -0.18 -0.710
P -1.17693 -0.47942 -0.03163 -0.69 -0.46 0.59 0.658
H -0.65767 1.76760 0.26018 -0.87 2.40 1.61 0.227
H -0.22785 1.29262 -1.27433 0.29 0.74 -2.44 0.218
H 0.55585 -2.12561 -0.39226 0.61 -2.06 -0.84 0.398
H -1.16128 -0.46992 1.39880 -0.63 0.53 -0.13 -0.068
```
Forces are in eV/Å.

Calculated values
HOMO-LUMO gap, eV: 10.38
Total charge: 0
SMILES: C1N=NNP1


This record from the Open Molecules 2025 dataset describes CH4N4 in the gas phase at a distorted geometry. The level of theory is the ωB97M-V functional and the def2-TZVPD basis.

The geometry in XYZ format:
```
9
Properties=species:S:1:pos:R:3:forces:R:3:nbo_charge:R:1
C 0.77464 -0.61295 -0.82312 0.16 -0.26 -0.22 0.136
N 1.66701 -1.26740 -0.18072 -0.14 0.07 0.24 -0.273
N 0.37618 -0.23970 1.32542 0.32 0.86 -0.55 -0.317
N -0.04793 0.05192 -0.01011 -0.83 -0.30 1.28 -0.168
N -0.98002 1.03337 -0.25817 0.24 0.25 -0.14 -0.622
H 0.65983 -0.63377 -1.90713 -0.02 0.11 0.09 0.207
H 0.01248 -1.15024 1.61266 0.02 -0.39 -0.58 0.317
H -0.62478 1.95930 -0.01853 0.03 -0.24 0.03 0.359
H -1.83740 0.85947 0.25971 0.22 -0.11 -0.14 0.362
```
Forces are in eV/Å.

Calculated values
HOMO-LUMO gap (spin up / spin down), eV: 8.76 / 8.51
Total charge: 0


This record from the Open Molecules 2025 dataset describes a molecular structure, CH4N4O at a distorted geometry. The level of theory is the ωB97M-V functional and the def2-TZVPD basis.

The geometry in XYZ format:
```
10
Properties=species:S:1:pos:R:3:forces:R:3:nbo_charge:R:1
C 0.03293 1.52057 0.69400 -1.40 -0.84 0.27 0.503
N 0.72558 -2.33091 -0.52332 1.01 -1.23 1.61 -0.374
N 0.22685 -1.47940 -1.23197 1.79 -1.67 -0.08 0.095
N -0.50078 0.24406 0.65489 2.33 -0.58 -1.83 -0.647
N -0.41809 -0.43917 -1.04808 -1.59 5.04 3.12 -0.248
O 0.68990 1.94342 -0.21393 1.21 0.53 -1.20 -0.606
H -0.14858 2.18739 1.56907 -0.25 -0.74 -0.02 0.136
H 0.83204 -2.23167 0.57870 -1.12 0.96 -2.33 0.326
H -1.43686 0.09028 0.85701 -1.93 -0.05 0.98 0.378
H -0.00301 0.49544 -1.33638 -0.05 -1.43 -0.52 0.436
```
Forces are in eV/Å.

Calculated values
HOMO-LUMO gap, eV: 9.90
Total charge: 0